A cluster of 4 separate species, C21H45F3NO6P2 in total. Source: OMol25; level of theory: ωB97M-V with the def2-TZVPD basis set.

Properties
- Multiplicity: 1
- HOMO-LUMO gap: 6.413 eV
- Molecular weight: 526.53 g/mol
- Total charge: -1
- E_HOMO: -4.06 eV
- Lowest unoccupied orbital energy: 0.0864 Ha

Atoms and positions in Å:
P (0.05170, 2.36133, 0.24476)
P (-1.05503, 4.05020, -0.67205)
F (-4.38392, 1.43898, -2.24137)
F (-4.88079, 0.38936, -0.12731)
F (-4.26567, 2.71916, -0.18268)
O (-1.69386, 4.91854, 0.52623)
O (2.02210, -5.71080, 1.00480)
O (-6.44448, 5.66620, -3.98318)
O (-2.34723, -0.51257, -0.99664)
O (2.58057, -2.05704, 2.92722)
O (2.35674, -0.10641, -2.35353)
N (3.00811, 1.06757, -0.30653)
C (3.10344, 0.89073, -1.80696)
C (1.80004, -3.21945, 3.23817)
C (1.50268, -5.81469, -0.32811)
C (2.78378, -1.30841, 4.13365)
C (-6.18013, 5.83157, -2.58322)
C (-2.39742, 0.95504, -0.76679)
C (3.04512, 2.51872, 0.11889)
C (4.24374, 0.45217, 0.38412)
C (-3.99896, 1.38631, -0.78168)
C (1.64930, 3.34752, -0.10128)
C (2.25128, -7.03380, 1.50903)
C (1.68947, -7.25248, -0.76072)
C (-6.72706, 4.60542, -1.88532)
C (1.84896, -1.88842, 5.17238)
C (4.42019, -1.15230, 0.09968)
C (1.76076, -3.33124, 4.74668)
C (1.58221, -7.99198, 0.54785)
C (-6.56810, 3.54343, -2.94251)
C (-1.61209, 1.44765, 0.59037)
C (-6.86239, 4.31324, -4.21138)
C (4.05430, 1.74373, -2.83521)
H (5.16130, 1.08621, -0.04105)
H (-6.20640, 4.37808, -0.95165)
H (3.83118, -1.43098, 4.43026)
H (-2.80411, -0.67200, -1.89544)
H (2.64160, -3.87770, 5.10386)
H (2.21105, -1.75313, 6.19467)
H (5.18911, 1.57184, -2.52813)
H (1.66798, 4.24355, 0.68760)
H (0.52693, -8.11619, 0.81810)
H (0.95767, -7.57152, -1.50715)
H (2.69230, -7.38854, -1.18281)
H (-7.22720, 2.68276, -2.80353)
H (-6.33768, 3.90677, -5.08037)
H (-0.11321, 3.07210, 1.52024)
H (5.34906, -1.50715, 0.75901)
H (4.61354, -1.44027, -1.02098)
H (1.69468, 3.85401, -1.16214)
H (2.02159, -5.10860, -0.98221)
H (1.85471, -7.11431, 2.52526)
H (-5.09542, 5.91120, -2.45510)
H (3.48526, -1.69377, 0.55094)
H (2.59619, -0.24770, 3.94549)
H (4.13290, 0.58138, 1.56213)
H (-0.19569, 4.93884, -1.41525)
H (-1.36735, 0.46566, 1.21734)
H (3.90362, 3.14798, -0.42044)
H (2.24477, -4.09917, 2.76407)
H (-1.83037, 1.44615, -1.68155)
H (3.33388, -7.19573, 1.54263)
H (0.23532, 1.70119, -1.02966)
H (2.05037, -8.97949, 0.53471)
H (-2.24199, 2.13784, 1.29527)
H (3.76674, 2.87425, -2.95526)
H (3.30431, 2.58047, 1.27760)
H (-5.53216, 3.18426, -2.95497)
H (0.44137, -5.54532, -0.29483)
H (0.86230, -1.41682, 5.09222)
H (3.95918, 1.25585, -3.92071)
H (-7.79048, 4.74736, -1.65932)
H (-2.13250, 3.62598, -1.52865)
H (-7.93642, 4.32731, -4.42656)
H (0.79724, -3.06907, 2.82448)
H (0.86811, -3.84429, 5.11339)
H (-6.64232, 6.75718, -2.22811)
H (0.72165, 1.32629, 0.98921)



A cluster of 8 separate species, C21H45FN5O13S in total. Source: OMol25; level of theory: ωB97M-V with the def2-TZVPD basis set.

Properties
- Multiplicity: 1
- HOMO-LUMO gap: 5.701 eV
- Molecular weight: 626.68 g/mol
- Total charge: -1
- E_HOMO: -4.11 eV
- Lowest unoccupied orbital energy: 0.0584 Ha

Atoms and positions in Å:
S (30.65589, -33.02148, -25.20202)
F (37.34655, -29.07333, -27.95549)
O (37.67425, -32.01561, -30.31176)
O (32.49632, -26.13051, -26.73763)
O (35.23403, -22.26166, -31.87754)
O (27.19312, -22.53608, -27.23611)
O (31.24497, -33.01870, -26.52798)
O (37.18945, -23.42659, -23.98636)
O (30.81405, -31.44414, -24.63565)
O (29.77562, -25.01299, -18.93277)
O (36.71795, -31.81460, -28.25089)
O (36.58416, -30.13052, -29.65678)
O (29.29453, -33.55791, -25.01253)
O (31.70469, -33.57462, -24.10476)
O (31.13535, -28.66268, -32.64836)
N (34.89214, -24.16291, -30.75599)
N (30.85327, -26.24081, -20.46162)
N (35.05854, -23.92392, -24.53749)
N (31.22291, -27.33553, -30.85148)
N (28.92198, -23.96239, -27.37205)
C (30.01116, -25.28364, -20.08870)
C (37.06312, -31.36318, -29.47555)
C (36.25883, -29.65094, -28.40518)
C (36.01404, -30.85943, -27.52565)
C (34.18226, -22.04287, -29.75907)
C (35.54998, -25.13776, -31.63647)
C (29.67100, -24.36644, -21.20605)
C (29.34043, -21.70049, -26.59845)
C (32.24819, -27.13610, -25.87729)
C (31.38273, -31.38436, -23.33196)
C (34.36685, -23.39665, -23.32454)
C (36.78679, -24.24879, -26.20433)
C (28.37501, -22.74936, -27.03484)
C (31.66324, -27.09404, -19.49149)
C (34.85682, -22.84675, -30.83594)
C (31.30413, -29.74417, -30.59531)
C (30.95067, -26.09320, -31.61108)
C (36.39284, -23.85634, -24.79008)
C (32.41282, -32.55348, -23.37861)
C (28.22527, -25.10357, -27.83400)
C (31.19353, -28.54586, -31.45773)
H (29.98047, -26.09060, -32.10788)
H (37.46077, -23.52779, -26.66694)
H (27.24355, -25.10532, -27.36037)
H (31.88713, -30.42561, -23.21162)
H (30.99200, -25.16183, -31.04631)
H (35.06514, -22.86540, -22.67781)
H (28.71452, -26.04517, -27.58479)
H (33.30000, -32.45586, -24.00432)
H (31.58767, -25.93354, -32.48104)
H (29.92457, -24.05257, -27.28969)
H (29.49370, -21.61019, -25.52306)
H (35.50217, -28.86929, -28.33736)
H (28.85102, -23.66945, -21.03299)
H (28.06546, -25.17700, -28.90972)
H (34.93817, -31.02800, -27.47882)
H (31.55483, -27.33231, -29.89758)
H (34.41946, -24.21747, -25.26242)
H (30.55081, -31.48671, -22.63515)
H (29.12308, -20.67149, -26.88484)
H (34.99077, -25.13464, -32.57207)
H (30.27684, -30.03218, -30.37208)
H (33.68804, -22.60346, -28.96561)
H (30.25887, -22.12816, -27.00052)
H (37.20595, -25.24939, -26.31019)
H (36.58114, -24.88080, -31.87889)
H (31.66315, -26.51615, -18.56729)
H (30.54063, -23.71154, -21.26038)
H (35.61439, -26.13366, -31.19813)
H (36.31462, -30.76967, -26.48176)
H (29.70308, -24.78899, -22.21030)
H (35.88227, -24.31620, -26.80881)
H (33.64600, -22.63117, -23.61183)
H (32.62095, -32.85033, -22.35068)
H (34.91798, -21.38663, -29.29415)
H (31.44232, -27.80016, -26.18986)
H (31.82569, -30.59620, -31.03135)
H (33.37077, -21.52584, -30.27120)
H (34.33520, -24.61155, -30.04282)
H (33.90353, -24.15713, -22.69597)
H (32.62465, -27.27711, -19.97136)
H (33.07123, -27.83025, -25.70741)
H (30.76030, -26.36963, -21.45904)
H (32.01412, -26.83700, -24.85560)
H (31.84868, -29.66236, -29.65463)
H (31.11110, -28.02155, -19.33997)



A structure of composition C21H45LuO2P3. Source: OMol25; level of theory: ωB97M-V with the def2-TZVPD basis set.

Properties
- Multiplicity: 1
- HOMO-LUMO gap (spin up / spin down): 3.073 / 3.067 eV
- Molecular weight: 597.48 g/mol
- Total charge: +3
- Energy relative to the best compared isomer or geometry (same formula, charge and spin): 123.0 kcal per mole
- E_HOMO (spin up / spin down): -16.41 / -16.41 eV
- Lowest unoccupied orbital energy (spin up / spin down): -0.4900 / -0.4902 Ha

Atoms and positions in Å:
Lu (-0.37132, 0.11453, 0.05138)
P (1.91901, -0.24617, -1.44735)
P (-0.92804, 2.48746, -1.10678)
P (1.88976, 0.78503, 1.94417)
O (-1.24411, -1.52992, -0.67079)
O (-1.53597, 0.24097, 1.94729)
C (0.45640, 3.33563, -2.02352)
C (-2.08762, 1.41589, 2.68983)
C (1.42962, -0.39844, -3.20530)
C (-1.88469, -1.71597, -1.89125)
C (3.35333, -0.33360, 2.14482)
C (2.61984, -1.90294, -1.09111)
C (-0.05110, -4.80798, 0.87749)
C (-2.21698, -2.55243, -4.55119)
C (3.41182, 0.81250, -1.54969)
C (-2.54727, -0.58790, 3.97692)
C (-2.19002, 2.42720, -2.42223)
C (-2.91041, -1.50810, -4.01719)
C (-1.78506, -0.98819, 2.70743)
C (1.14665, -4.38213, 1.64479)
C (2.75089, 2.41532, 1.78318)
C (-2.40547, 0.93408, 4.10470)
C (1.36192, 0.87566, 3.70591)
C (-1.36605, -3.21549, -3.69243)
C (-1.24623, -2.90307, -2.39819)
C (-2.80501, -1.03375, -2.70377)
C (-1.51782, 3.94784, -0.15601)
H (-1.66758, 1.34532, -0.12363)
H (-1.58987, 1.21107, 4.78593)
H (2.23340, 0.96080, 4.37563)
H (-2.40807, 3.44492, -2.77002)
H (1.98558, 3.20500, 1.76579)
H (4.05108, 0.70891, -0.66206)
H (2.99773, -1.37508, 2.10311)
H (1.28253, 3.58654, -1.34367)
H (-3.60544, -0.83313, 3.84370)
H (-2.34947, -1.66929, 2.06386)
H (0.09999, 4.26631, -2.49084)
H (-0.74131, -4.02118, -3.97266)
H (3.84444, -0.17329, 3.11974)
H (3.10776, 1.86368, -1.65744)
H (-3.31175, 1.40201, 4.49628)
H (0.97127, 0.53934, -3.55033)
H (1.03534, -3.74171, 2.52975)
H (-1.80533, 4.76458, -0.83553)
H (-0.81274, -1.43101, 2.96227)
H (0.04506, -5.26577, -0.09352)
H (3.44031, 2.61640, 2.61997)
H (2.12752, -4.60681, 1.22741)
H (-0.74295, 4.31134, 0.53172)
H (-1.01974, -4.37776, 1.21673)
H (1.81564, -2.62784, -0.89552)
H (-2.38877, 3.65238, 0.44155)
H (0.80636, -0.03540, 3.97282)
H (-2.20121, -1.12354, 4.86517)
H (2.34874, -0.59308, -3.77567)
H (-1.32733, 2.20533, 2.69558)
H (4.09731, -0.17931, 1.34874)
H (0.70858, 1.74607, 3.86442)
H (-3.42628, -0.21021, -2.31405)
H (3.19843, -2.22473, -1.96757)
H (3.27410, -1.86301, -0.20980)
H (-1.81913, 1.80886, -3.24906)
H (3.97632, 0.50559, -2.44107)
H (-2.98477, 1.76122, 2.16181)
H (-2.24390, -2.88046, -5.60215)
H (-3.07660, 1.93393, -1.99601)
H (-0.50599, -3.19352, -1.63444)
H (0.71256, -1.21984, -3.34239)
H (3.31697, 2.45568, 0.84168)
H (0.86286, 2.68495, -2.80781)
H (-3.55776, -1.02030, -4.74953)



- Look up the total charge of the first one.
  -1



- total charge of number 2 (C21H45FN5O13S)?
  -1